Entry 1:
178
Properties=species:S:1:pos:R:3:forces:R:3 method="wB97M-V/def2-TZVPD" lumo_energy_ha=-0.0641 homo_lumo_gap_ha=0.25298
H -2.723484 4.092417 -3.152824 -1.725 -0.579 0.420
Cl 2.582089 -0.400750 -2.520871 0.302 -0.012 -0.181
C -3.777269 3.607951 -3.152733 0.476 -0.003 -0.382
Cl 4.171660 -5.788930 3.755154 0.200 -0.034 0.200
Cl -1.136276 -7.724941 -0.224942 -0.646 -0.442 0.094
H 1.220907 0.351731 -0.152033 -0.361 1.593 0.068
Cl 6.545192 2.813954 -1.821915 0.444 0.261 -0.046
N 0.698770 4.656925 -0.657693 -4.125 -1.051 0.256
Cl 6.551745 -0.495224 3.119133 -0.563 0.158 0.170
C -0.986595 9.076439 -4.753253 -0.012 -0.027 -0.069
Cl -9.825546 -8.778466 -8.646391 0.150 0.254 0.000
H 0.121062 -2.885889 0.614876 -0.939 -1.080 -0.693
C -4.825199 4.340794 -2.189036 0.270 1.293 -0.807
Cl 1.972224 10.621508 -1.970257 0.226 0.030 0.107
Cl -2.067319 8.302464 -5.932372 0.175 0.117 0.221
C -4.381075 1.106333 0.157785 1.877 1.342 0.292
Cl -8.288155 -7.159325 -6.792621 -0.191 -0.760 -0.498
Cl 13.345909 1.988631 4.480852 -0.273 -0.088 0.092
C 0.357369 -4.807542 -0.510411 -1.204 -0.409 -0.162
Cl -5.093304 -12.169282 5.297384 0.250 0.164 -0.133
H -3.258118 -3.329643 2.485798 0.942 0.732 -1.232
H -2.392370 -0.713670 -0.119574 1.598 0.626 0.740
Cl 2.002924 0.644192 6.702192 -0.351 0.007 0.012
H 2.446079 -2.645368 -0.094142 -0.046 -1.010 -1.349
Cl 3.837139 11.841726 -4.788424 0.157 0.130 -0.367
Cl -5.182795 -4.089850 -5.454036 -0.248 -0.013 0.098
H -1.896652 -1.862474 3.620040 0.678 -0.027 -1.777
Cl -0.674188 -10.140804 10.788394 -0.156 -0.219 -0.086
Cl -0.810558 8.022595 -3.332163 -0.108 0.392 -0.589
Cl 5.446992 -0.182903 -2.120911 -0.242 -0.332 -0.413
Cl -6.107886 -10.745766 0.685457 -0.395 0.161 -0.260
H -2.309918 -4.973001 0.838718 1.363 1.247 0.557
Cl 7.786895 2.934086 -4.441491 0.065 -0.050 0.236
H -0.549119 -0.723449 -0.056140 -1.174 0.877 0.847
C 0.925475 0.279299 5.338191 -0.122 -0.102 -0.221
H -0.443713 -2.178749 2.533205 -1.582 0.090 -0.169
H -3.104204 -2.446722 0.869523 1.057 -0.673 1.052
Cl -0.450087 10.887198 1.731503 -0.152 -0.113 -0.235
C 3.629415 -11.065221 7.820632 -0.085 0.032 0.047
Cl 0.971438 6.295676 -6.814155 0.067 -0.412 0.205
H 0.094706 -4.857918 -1.640031 0.737 0.026 1.606
Cl 4.042234 -1.875373 2.646099 0.208 -1.297 0.605
F -7.468192 -2.114791 -0.501899 1.895 2.901 1.072
H 4.634261 0.207164 0.075086 0.259 0.310 0.862
S -7.804730 0.072620 0.954795 -4.191 0.043 2.811
Cl 2.234103 6.146682 -4.204146 -0.149 -0.189 -0.208
H -0.778929 0.254912 2.454219 -1.335 -1.064 -0.678
Cl 5.723327 14.040839 -4.944476 -0.570 -0.413 -0.127
Cl -1.250119 11.412632 -1.006076 -0.119 -0.136 0.374
C -1.471699 -0.222841 0.389110 -1.770 1.096 -0.113
N 4.341587 0.453383 1.038694 -3.264 1.391 -1.227
C -4.454465 4.305147 -0.618285 0.825 -0.581 0.041
Cl 1.897942 -0.229675 3.938223 -5.255 -1.208 -0.230
Cl -0.280958 4.777661 -4.679579 0.216 0.011 -0.127
Cl 5.034914 -5.378025 6.495639 0.048 -0.165 -0.168
H -4.046802 0.270008 0.859504 -0.731 0.940 -1.244
H -3.603302 2.498026 -2.915971 -0.431 1.726 0.172
Cl 11.750363 -0.282048 5.327061 0.074 0.389 0.107
Cl 5.406749 -2.177715 5.188960 -0.216 0.149 -0.280
F -6.676072 0.376005 2.147285 -1.457 -0.047 -2.374
H 1.830887 1.033393 2.028087 0.065 1.931 -1.245
H -5.089053 1.779268 0.749046 0.710 -1.090 -1.092
C -0.264868 2.134565 -0.156108 -2.747 -0.059 0.208
Cl 6.312266 11.528032 -6.269858 -0.180 0.199 0.082
Cl -7.654294 -9.501877 -1.431732 0.030 -0.009 0.272
Cl -8.978499 -10.438662 0.974583 0.263 0.137 -0.115
C -1.593777 -4.174782 1.266461 -0.838 0.515 -0.721
C -1.442836 10.313957 0.373970 -0.041 0.144 -0.015
C 11.747383 1.474451 5.061814 0.007 -0.032 0.040
Cl 4.148178 0.346306 4.511307 5.235 0.684 0.807
H -2.604535 0.122475 2.369832 1.462 -0.775 -0.925
H 1.453881 -2.991738 -1.601180 1.591 -0.710 0.654
C -2.737722 -8.347848 0.246831 0.048 -0.245 -0.087
C -0.574200 -3.664093 0.136881 0.063 0.014 0.615
S -0.079823 6.172703 -0.945878 -0.953 -4.096 0.415
C 1.203512 1.490791 -0.075662 -0.147 0.737 -0.272
C -2.502880 -2.912223 1.722365 0.789 -1.084 1.297
Cl -1.672680 10.638878 -4.260850 0.095 -0.276 -0.201
Cl 10.494067 -1.720241 2.591420 -0.189 -0.342 -0.093
Cl 9.810410 -4.346712 1.562775 -0.006 0.139 0.240
Cl 3.271518 10.292593 0.603396 -0.061 0.165 -0.252
Cl 2.158026 3.803984 -5.914311 -0.140 0.208 0.098
Cl 5.386708 -7.966841 5.236149 0.039 0.357 -0.102
H 1.789044 1.888562 -0.984532 -0.945 -0.460 1.376
C 4.174522 -0.627276 -3.278892 0.045 -0.037 -0.108
H -1.074948 -4.629786 2.190328 -0.646 0.774 -1.471
F -7.501087 1.476832 0.125230 0.020 -2.224 1.203
Cl 5.180906 -11.216087 8.673731 -0.274 0.039 -0.158
C -1.549075 -1.885509 2.516703 -0.661 1.011 0.369
Cl 4.651912 11.648575 -1.559282 -0.224 -0.049 0.334
O -4.207851 3.645432 -4.567149 0.878 -1.977 0.964
Cl -3.540206 -7.194101 1.333300 0.064 -0.309 -0.137
Cl 0.608916 9.335290 -5.490771 -0.246 0.201 0.226
Cl -7.095945 -5.320514 -3.651191 0.039 0.152 -0.168
C 3.593817 1.738478 0.879302 2.637 2.605 -0.920
Cl -7.251532 -8.109261 1.082165 -0.020 -0.259 -0.123
Cl -0.917772 8.679733 -0.091983 -0.231 1.008 0.626
C -1.646346 -11.515827 10.221255 0.043 0.048 -0.022
H -5.318502 3.810377 -0.058101 1.362 0.530 -0.629
F -9.069596 -0.314928 -0.101071 2.246 1.291 1.555
Cl 11.377044 2.303977 6.588915 0.057 -0.131 -0.267
C -1.591944 1.346055 0.043477 2.148 2.131 -0.805
Cl 8.736613 17.522621 -5.570326 0.142 -0.252 0.075
C 9.810338 -3.307384 3.004441 -0.081 0.083 -0.057
H -5.194876 1.622154 -1.853670 0.309 -1.665 0.994
Cl -7.141524 -2.450962 -4.077575 -0.122 -0.541 -0.426
H -3.695834 2.379300 -6.266094 -0.290 0.368 1.642
Cl 10.209693 16.205351 -3.445441 -0.096 -0.017 -0.280
C -1.631360 -0.372218 1.978836 0.651 0.094 0.450
Cl 10.792645 -4.062199 4.279142 -0.138 0.120 -0.177
Cl -4.556648 -10.040326 3.395920 -0.120 -0.274 0.866
Cl 11.077453 15.927594 -6.200677 -0.219 0.046 0.174
O 1.771322 -4.624763 -0.277478 -0.576 0.555 -1.058
Cl 4.296234 0.405853 -4.718346 -0.005 -0.178 0.327
C -6.851383 -4.026183 -4.845200 -0.153 0.236 -0.077
H 3.683330 -0.305609 1.316249 0.681 1.205 -0.482
Cl 3.278044 -9.349891 7.518057 0.033 -0.341 0.112
C 8.087602 2.747920 -2.699528 -0.217 0.084 0.076
C -3.045543 2.008782 -0.071506 2.712 3.325 -0.767
Cl 8.874269 1.182272 -2.398656 -0.080 0.204 -0.048
Cl 8.144734 -3.100271 3.585121 1.024 0.059 -0.252
Cl 2.329979 -11.754441 8.816256 0.202 0.058 -0.143
C -3.823198 -11.190105 4.532688 -0.131 0.143 -0.010
C -3.079188 3.514474 -0.420456 0.755 -2.275 1.015
Cl 4.215981 13.252972 -7.295604 0.154 -0.090 0.237
F -7.070396 0.072917 -2.331736 1.917 -0.928 2.747
C -4.868057 0.662891 -1.290520 -0.047 1.130 -0.161
C -6.674298 -0.986632 -0.065297 0.373 -4.660 -0.691
C 5.400381 -6.210107 4.967764 0.092 -0.185 -0.113
H -4.819553 5.457813 -2.498201 -0.071 -1.843 0.342
Cl -9.756662 -5.892969 -8.949886 0.145 -0.196 0.084
Cl -7.391977 -7.470489 -9.534026 -0.247 0.040 0.178
C 2.028871 1.882942 1.266736 0.693 -1.636 -0.288
H -4.301258 5.353106 -0.159396 -0.324 -1.622 -1.006
Cl 4.372157 -2.328362 -3.753147 -0.013 0.305 0.019
Cl -0.006754 1.731724 4.914746 0.179 -0.197 0.053
C 9.665066 16.072402 -5.131630 0.090 -0.088 -0.034
Cl -3.150526 10.272645 0.864368 0.276 -0.019 -0.080
Cl -0.186316 -1.026738 5.797407 0.223 0.212 0.017
Cl -1.958982 -11.338920 8.481184 0.070 -0.112 0.516
C 5.037903 -1.049636 3.866519 0.481 0.696 0.206
C -1.748524 4.365302 -0.604916 -0.247 -0.166 0.090
F -8.239742 -1.321824 1.826046 0.868 2.393 -1.311
C 1.270675 5.256548 -5.402886 0.035 0.070 0.019
C -3.683608 2.391747 -5.123202 0.754 -0.414 -0.451
Cl 2.395063 12.922632 -0.254203 0.094 -0.264 -0.101
Cl -2.533924 -9.900284 1.084967 0.317 0.334 -0.574
H 0.071941 -5.839478 -0.065177 0.852 2.196 -0.625
Cl -0.752779 -13.024692 10.506415 -0.133 0.208 -0.022
H -4.250236 1.470241 -4.737282 0.522 1.362 -0.481
C 2.284176 -3.434026 -0.930474 -0.802 1.177 0.853
F -8.913025 0.936874 1.876650 1.972 -1.437 -1.625
C -0.337563 3.675324 -0.463327 -1.292 1.896 -0.393
Cl -3.732492 -8.581406 -1.206582 0.172 0.089 0.259
Cl 10.515295 1.887686 3.849333 0.190 -0.078 0.187
H 3.278029 -3.581463 -1.471751 -1.567 -0.160 0.705
C -6.058285 -0.377939 -1.399691 1.606 -0.702 -2.734
H -1.210460 -3.097433 -0.640772 1.066 -1.001 0.965
F -5.708142 -1.599477 0.810764 -2.064 2.122 -2.441
H -5.890322 3.969955 -2.402029 1.619 0.310 0.384
Cl 3.717172 -11.934834 6.273388 -0.003 0.159 0.245
C 3.073114 11.371472 -0.794458 0.069 0.015 0.033
Cl 8.635871 14.634884 -5.310030 0.600 0.474 0.029
H -3.935506 0.292605 -1.869377 -1.808 0.155 0.935
O 4.275818 2.717579 0.430795 -3.000 -3.538 1.490
N -1.759024 5.793616 -0.896420 2.909 -4.906 1.081
C -8.815378 -7.325821 -8.480314 0.066 -0.115 0.089
Cl -2.935415 -10.290280 5.781461 -0.165 -0.071 -0.399
C 5.021681 12.665810 -5.824524 -0.169 -0.008 0.029
Cl -7.983050 -4.247686 -6.196631 0.312 0.731 0.400
H -2.574944 2.228403 -4.815956 -1.659 0.434 -0.473
Cl -2.702597 -12.254900 3.654947 -0.148 0.140 0.137
Cl -3.187623 -11.556177 11.104441 0.284 -0.013 -0.171
H 1.755141 2.910817 1.679636 0.652 -1.435 -0.709
F -5.485280 -1.528549 -2.091010 -1.110 2.176 2.040
C -7.498129 -9.699197 0.327670 -0.005 -0.066 -0.019
Cl 7.000237 -5.702426 4.385910 -0.673 -0.496 0.320
Cl 9.146121 4.059749 -2.137850 -0.147 -0.229 -0.106



Entry 2:
12
Properties=species:S:1:pos:R:3:forces:R:3 method="wB97M-V/def2-TZVPD" de_lowest_kj_mol=37.8 lumo_energy_ha=0.0331 homo_lumo_gap_ha=0.38981
H -2.565697 -1.586343 0.496180 -0.310 -0.197 0.145
H -2.432309 0.105634 1.093082 0.175 -0.366 -0.276
C 0.339513 0.283128 0.097190 0.325 0.448 -0.824
H -2.439147 -0.251517 -0.666093 0.015 -0.108 0.434
C -2.121125 -0.618535 0.323234 0.156 0.832 -0.648
F -0.359374 -1.840238 -0.652654 -0.003 0.377 0.490
H 0.906583 2.306569 -0.352872 -0.498 -0.010 -0.055
C 0.127171 1.561126 -0.204866 -0.768 -1.087 0.874
F -1.160244 1.961338 -0.164766 0.270 0.805 -0.433
Cl 2.015514 -0.154898 0.132900 0.205 -0.353 0.092
C -0.627724 -0.856138 0.321951 0.214 0.150 0.204
H -0.363622 -1.248454 1.302144 0.217 -0.491 -0.001



Entry 3:
59
Properties=species:S:1:pos:R:3:forces:R:3 method="wB97M-V/def2-TZVPD" de_lowest_kj_mol=182.6 lumo_energy_ha=-0.0011 homo_lumo_gap_ha=0.32088
O 2.232540 -2.620528 1.437704 -1.671 -1.704 4.539
H 1.728906 1.168304 2.010586 1.465 -1.805 0.717
H 1.965531 2.982084 -0.070097 1.553 5.804 2.429
H 4.504365 0.503010 -1.732782 -1.161 -0.926 0.858
H -3.076691 -1.883129 -1.968461 2.302 0.258 0.910
H -0.136922 1.316668 2.277526 2.083 0.044 -1.046
H -3.813862 -1.130641 1.343566 0.687 2.733 -0.136
H 2.682848 1.637641 -0.476908 -0.064 -0.258 0.333
H 0.532917 0.980986 -2.493764 -1.188 -1.206 1.926
H -1.664466 4.382283 1.867309 0.250 2.213 0.154
H -2.048429 2.680858 3.299095 -1.050 -2.152 0.843
H 1.800769 -2.676101 -1.799926 -0.170 -0.221 0.125
H -1.701592 1.320517 4.072562 -1.069 0.640 -0.301
H -0.118486 -1.890737 2.063373 -0.259 -0.364 -0.284
S -1.714274 0.093418 -2.005991 0.296 -0.327 0.034
H 1.342635 2.558738 -4.251487 -3.112 1.687 -0.698
H -2.426230 3.245848 1.332327 1.224 0.093 0.647
O 3.840288 0.088319 -1.114863 3.003 2.203 1.254
C 0.474302 0.263852 -0.354466 3.038 -2.285 3.249
H -2.093498 0.295021 1.610028 1.872 -0.045 0.504
H -0.118561 -0.381461 0.375969 0.200 0.967 -1.248
O -3.713361 3.498424 0.184678 0.055 -0.914 -0.388
H -3.071197 -3.315144 0.239014 -1.045 3.544 1.697
H 1.965818 -2.572281 0.585337 -0.379 0.471 -4.081
O -1.601692 3.456343 1.886125 -1.246 -1.722 -0.823
H 3.043603 -2.252156 1.709805 1.575 1.207 -0.456
H 2.182662 2.264986 -2.911521 -0.911 0.916 0.779
C 0.849119 1.640674 1.737842 -3.344 0.746 -0.649
H 2.480488 0.390627 -3.491816 -3.322 5.275 -1.221
O -4.072447 -1.988671 1.563863 -0.501 -3.202 -1.540
C -1.943204 -1.680012 -1.697862 -1.398 -0.985 -2.431
H -1.670456 -2.050957 -0.710845 -0.145 0.328 -0.067
O -2.483260 1.844788 3.763135 1.977 1.262 -0.070
H -1.715651 -1.839199 1.838684 -0.636 -0.858 -0.868
H 1.573796 -0.184768 -0.109532 -2.148 0.283 -1.055
O 1.321721 -3.503342 -1.627065 0.319 0.232 -0.924
H 1.000786 2.630680 2.109758 -0.072 1.045 -0.029
H 1.311544 -3.912639 -2.516275 -0.121 0.096 0.777
H -1.335770 -2.269427 -2.484478 -0.901 0.893 1.315
H -4.431675 3.047981 0.664457 0.323 0.085 -0.433
C 0.075568 0.164872 -1.769829 1.719 -0.484 -3.169
O -3.017677 0.388328 1.572842 -1.471 -0.694 -3.541
N 1.837749 2.193710 -0.506145 -0.483 -4.061 -2.878
O 2.899873 -0.376906 -3.506289 4.073 -4.366 3.365
H 0.593803 -0.764874 -2.229783 -1.329 1.130 0.600
H -0.201170 2.230786 -0.208072 1.271 -0.499 1.303
H -3.341451 0.722171 2.363507 -0.243 1.264 2.709
O -2.863159 -4.145532 -0.041213 1.434 -4.204 -1.371
O -0.978442 -1.565764 2.354840 0.971 1.078 1.250
H 4.285722 -0.597028 0.603434 0.775 -1.364 0.089
H -3.365829 2.837151 -0.462253 -0.552 0.534 0.677
O 4.631939 -1.218799 1.292789 -1.509 3.204 1.551
H -4.227982 -2.061289 2.478754 -0.197 0.088 1.597
H 5.001398 -2.005903 1.006618 1.055 -1.909 -1.652
O 2.071753 2.203523 -3.856433 3.919 -2.222 0.320
H 3.248518 -0.388505 -1.635423 -1.385 -1.255 -1.879
H -2.046079 -4.438255 0.395877 -0.548 0.364 -0.161
H 2.794434 -0.950499 -4.201059 -0.837 -1.281 -2.698
C 0.718120 1.631953 0.193231 -2.972 0.628 -0.454



| no. | total energy (eV) |
| --- | --- |
| 1 | -1105762.2056 |
| 2 | -22185.5549 |
| 3 | -44758.7779 |